# C21H62FGaN2O8PS7

C21H62FGaN2O8PS7 as an isolated structure at a distorted geometry (the ωB97M-V functional and the def2-TZVPD basis, the OMol25 dataset).

Properties
Total charge: -1

The geometry in XYZ format:
```
103
C21H62FGaN2O8PS7, DFT the ωB97M-V functional and the def2-TZVPD basis
C 4.15 -1.38 2.17
C 4.79 -2.69 2.61
C 4.47 -3.91 1.75
F 4.76 -5.04 2.58
Ga 2.54 -4.12 1.10
O 2.54 -5.69 0.02
C 1.82 -2.62 -0.09
C 0.39 -2.13 0.26
C 0.38 -0.77 0.98
C 0.32 -0.97 2.48
N 0.63 0.29 3.19
P 1.07 -4.68 2.93
N 1.77 -4.64 4.38
H 3.07 -1.42 2.17
H 4.49 -1.06 1.19
H 4.44 -0.60 2.87
H 4.55 -2.86 3.66
H 5.87 -2.53 2.57
H 5.17 -3.97 0.92
H 1.62 -5.80 -0.26
H 2.46 -1.74 -0.13
H 1.78 -3.01 -1.10
H -0.14 -2.87 0.85
H -0.18 -2.02 -0.67
H 1.26 -0.18 0.74
H -0.47 -0.16 0.70
H -0.66 -1.35 2.79
H 1.05 -1.73 2.79
H 0.65 0.07 4.18
H 1.61 0.48 2.97
H -0.09 -3.85 2.95
H 0.52 -5.97 2.72
H 2.73 -4.35 4.27
C 1.57 2.77 6.47
S 3.23 2.16 6.15
O 3.12 1.21 5.02
C 3.37 1.17 7.65
H 1.26 3.37 5.62
H 0.88 1.92 6.58
H 1.57 3.37 7.38
H 2.56 0.44 7.68
H 3.32 1.83 8.52
H 4.33 0.66 7.63
C 2.32 -8.96 -0.67
S 1.81 -8.54 -2.34
O 0.78 -7.48 -2.23
C 0.92 -10.07 -2.68
H 2.85 -8.09 -0.26
H 1.44 -9.17 -0.06
H 2.98 -9.83 -0.70
H 0.13 -10.20 -1.94
H 1.61 -10.91 -2.66
H 0.48 -9.98 -3.67
C 2.18 3.98 0.00
S 1.26 3.07 -1.25
O 0.95 1.73 -0.68
C 2.63 2.87 -2.39
H 1.52 4.18 0.84
H 3.03 3.39 0.34
H 2.52 4.92 -0.43
H 3.44 2.34 -1.90
H 2.95 3.85 -2.74
H 2.27 2.28 -3.24
C -0.77 4.48 -6.10
S -0.51 5.67 -4.78
O 0.67 5.20 -4.01
C -1.95 5.23 -3.82
H 0.06 4.56 -6.80
H -0.80 3.47 -5.68
H -1.71 4.70 -6.61
H -1.90 4.17 -3.55
H -2.85 5.42 -4.39
H -1.95 5.83 -2.91
C -2.99 1.01 -4.08
S -3.54 1.92 -5.53
O -3.85 3.32 -5.08
C -5.11 1.06 -5.69
H -2.03 1.41 -3.77
H -3.72 1.13 -3.28
H -2.87 -0.04 -4.35
H -5.67 1.16 -4.76
H -4.91 0.01 -5.90
H -5.65 1.50 -6.53
C -1.45 6.56 1.67
S 0.30 6.60 1.24
O 1.01 5.84 2.29
C 0.54 8.34 1.63
H -1.80 5.54 1.55
H -1.58 6.87 2.71
H -2.00 7.22 1.01
H 0.28 8.53 2.67
H -0.07 8.95 0.96
H 1.59 8.58 1.46
C -7.35 -0.43 -0.82
S -6.79 -1.03 -2.42
O -6.50 0.18 -3.25
C -8.38 -1.66 -2.95
H -6.50 0.05 -0.33
H -8.15 0.29 -0.96
H -7.69 -1.27 -0.22
H -9.12 -0.86 -2.95
H -8.69 -2.47 -2.29
H -8.27 -2.05 -3.96
```

Atom charges from the Löwdin analysis, given in e for atoms 1 to 4: -0.113, -0.273, -0.332, -0.151

***

# C3H15O4S

A 5-piece molecular cluster, C3H15O4S overall at a distorted geometry (the ωB97M-V functional and the def2-TZVPD basis, the OMol25 dataset).

Properties
Energy relative to the best compared isomer or geometry (same formula, charge and spin): 67.3 kJ/mol
Total charge: -1

The geometry in XYZ format:
```
23
C3H15O4S, DFT the ωB97M-V functional and the def2-TZVPD basis
C 2.53 1.04 -2.67
C 1.26 1.75 -2.26
C 1.19 1.89 -0.71
S -0.50 1.59 -0.06
H 2.83 1.14 -3.72
H 2.37 -0.03 -2.50
H 3.41 1.28 -2.06
H 1.18 2.79 -2.61
H 0.35 1.25 -2.57
H 1.44 2.92 -0.43
H 1.92 1.26 -0.23
H -0.29 -0.30 0.28
H 0.43 -0.93 1.44
O -0.22 -1.19 0.78
H 2.28 -2.62 -0.27
H 0.76 -2.33 -0.15
O 1.44 -2.81 -0.69
H -1.85 0.64 3.60
H -1.31 -0.51 2.76
O -1.81 -0.32 3.58
H -3.07 -1.85 1.86
H -2.53 -2.34 0.57
O -3.26 -2.51 1.18
```

Atom charges from the natural (NBO) analysis, given in e for atoms 1 to 4: -0.614, -0.428, -0.499, -0.641

***

# C14H17BNO9S

A 2-piece molecular cluster, C14H17BNO9S overall at a distorted geometry (the ωB97M-V functional and the def2-TZVPD basis, the OMol25 dataset).

Properties
Energy relative to the best compared isomer or geometry (same formula, charge and spin): 132.7 kJ/mol
Total charge: -1

The geometry in XYZ format:
```
43
C14H17BNO9S, DFT the ωB97M-V functional and the def2-TZVPD basis
C -5.61 2.58 0.86
C -4.12 2.49 1.07
C -3.45 3.68 1.35
C -2.10 3.63 1.56
C -1.49 2.41 1.49
S 0.24 2.59 1.91
N 0.56 2.31 0.43
C 1.90 2.28 0.46
O 2.72 3.01 1.12
O 0.51 3.94 2.38
O 0.41 1.51 2.82
C -2.10 1.19 1.21
C -3.47 1.24 1.01
H -6.05 1.57 0.80
H -6.09 3.13 1.70
H -5.83 3.13 -0.08
H -3.96 4.64 1.44
H -1.52 4.50 1.83
H -1.56 0.25 1.17
H -4.07 0.34 0.85
C -1.05 -2.98 0.65
C 0.03 -2.43 -0.26
O 0.90 -3.45 -0.59
B 1.89 -3.10 -1.43
H 2.21 1.57 -0.31
O 3.21 -3.11 -1.02
C 3.57 -2.44 0.13
C 4.94 -3.00 0.49
O 2.84 -1.66 0.70
O 1.66 -2.56 -2.66
C 2.21 -1.37 -3.05
C 2.00 -1.29 -4.56
O 2.78 -0.61 -2.29
O 0.20 -1.33 -0.73
H -0.66 -3.80 1.26
H -1.50 -2.22 1.31
H -1.90 -3.34 0.05
H 5.42 -3.36 -0.42
H 5.57 -2.26 0.98
H 4.83 -3.81 1.21
H 1.07 -1.81 -4.78
H 1.97 -0.28 -4.95
H 2.84 -1.76 -5.09
```

Atom charges from the natural (NBO) analysis, given in e for atoms 1 to 4: -0.618, -0.054, -0.221, -0.207

***

# C4H5ClN2O

A single C4H5ClN2O molecule at a distorted geometry (the ωB97M-V functional and the def2-TZVPD basis, the OMol25 dataset).

Properties
SMILES string: C[C@@H](Cl)[C@@H](C#N)N=O
Energy relative to the best compared isomer or geometry (same formula, charge and spin): 449.8 kJ/mol

The geometry in XYZ format:
```
13
C4H5ClN2O, DFT the ωB97M-V functional and the def2-TZVPD basis
C 2.18 1.47 -0.91
C 1.19 -1.23 -0.97
C 1.64 0.69 0.55
C 0.63 -0.35 0.17
N 2.37 1.75 -2.01
N 1.12 1.82 1.26
O -0.07 1.72 1.57
Cl 0.05 -1.31 1.58
H 2.15 -1.91 -0.71
H 1.69 -0.52 -1.58
H 0.48 -1.95 -1.32
H 2.62 0.50 0.99
H -0.25 0.16 -0.22
```

Atom charges from the natural (NBO) analysis, given in e for atoms 1 to 4: 0.242, -0.623, -0.133, -0.234

***

# C25H25N3O5S3Ta

C25H25N3O5S3Ta as an isolated structure (the ωB97M-V functional and the def2-TZVPD basis, the OMol25 dataset).

Properties
Energy relative to the best compared isomer or geometry (same formula, charge and spin): 240.5 kJ/mol
Total charge: +1

The geometry in XYZ format:
```
62
C25H25N3O5S3Ta, DFT the ωB97M-V functional and the def2-TZVPD basis
Ta 0.16 0.41 -0.01
O -1.40 1.83 -1.08
C -1.85 1.16 -2.28
C -2.41 -0.18 -1.84
N -1.57 -0.88 -0.81
C -2.39 -1.24 0.39
C -2.17 -0.33 1.58
O -2.74 -0.53 2.61
O -1.31 0.66 1.36
C -1.03 -2.16 -1.38
C -0.35 -1.97 -2.73
O -0.67 -2.63 -3.67
O 0.55 -0.98 -2.85
H -1.10 2.72 -1.30
H -1.02 1.04 -2.98
H -2.65 1.74 -2.74
H -2.51 -0.82 -2.72
H -3.41 -0.03 -1.43
H -2.16 -2.26 0.70
H -3.46 -1.21 0.15
H -1.86 -2.85 -1.57
H -0.35 -2.60 -0.66
S 1.45 -1.12 1.19
C 1.26 -0.47 -1.69
N 1.22 0.93 -1.63
C 2.35 1.57 -2.15
C 2.49 2.92 -2.43
C 3.73 3.39 -2.84
C 4.81 2.52 -2.95
C 4.67 1.16 -2.67
C 3.43 0.69 -2.28
S 3.00 -0.96 -1.83
H 1.64 3.59 -2.34
H 3.86 4.43 -3.07
H 5.77 2.89 -3.28
H 5.51 0.49 -2.77
C 2.73 5.64 2.90
C 2.13 4.45 2.22
C 0.76 4.20 2.26
C 0.24 3.10 1.63
N 1.01 2.24 0.93
C 2.34 2.47 0.89
C 2.92 3.55 1.52
H 1.99 6.19 3.48
H 3.16 6.32 2.16
H 3.54 5.33 3.56
H 0.09 4.86 2.80
H -0.82 2.86 1.68
H 2.94 1.75 0.36
H 3.99 3.67 1.46
S 1.09 -0.56 3.16
C 0.75 -2.15 3.89
C -0.56 -2.47 4.25
C -0.81 -3.71 4.84
C 0.24 -4.60 5.05
C 1.53 -4.26 4.69
C 1.80 -3.03 4.11
H -1.36 -1.76 4.09
H -1.81 -3.97 5.13
H 0.04 -5.56 5.51
H 2.34 -4.96 4.87
H 2.81 -2.75 3.84
```

Atom charges from the natural (NBO) analysis, given in e for atoms 1 to 4: 1.850, -0.713, -0.089, -0.253

***

One value per record, in order, for HOMO level: -0.1484, -0.1315, -0.1659, -0.3784, -0.3952 hartree.
One value per record, in order, for DFT total energy: -182366.734, -22381.418, -46226.388, -21774.776, -75093.644 eV.